1.
{
  "formula": "C2H6N2O2",
  "method": "ωB97M-V/def2-TZVPD",
  "total_energy_ha": -339.6446,
  "relative_energy_kj_mol": 493.76,
  "e_lumo_ev": -0.15,
  "species": ["C", "N", "C", "N", "O", "O", "H", "H", "H", "H", "H", "H"],
  "positions_angstrom": [[-0.57647, -0.34381, -0.98410], [0.49244, 1.13107, 0.59584], [-0.88930, 0.57426, 0.20804], [0.23616, -1.35186, -0.87399], [1.18892, 0.08404, 1.38755], [-1.67815, 1.44009, -0.33537], [2.11761, 0.29808, 1.23602], [0.24067, 1.85133, 1.27414], [0.67469, -1.46424, 0.04670], [0.38803, -2.00919, -1.62995], [-0.95879, -0.12810, -1.97967], [-1.23580, -0.08168, 1.05480]],
  "atomic_forces_ev_per_a": [[1.7, -1.2, 0.4], [-0.1, -0.5, 0.2], [0.2, -0.4, -1.7], [-0.8, 0.3, 0.2], [-0.4, 0.4, -0.3], [-0.6, 1.0, 1.0], [-0.1, 0.0, 0.0], [0.1, 0.0, 0.0], [0.0, -0.2, -0.3], [0.3, 0.1, 0.1], [-0.4, 0.1, 0.3], [0.1, 0.2, 0.0]],
  "mulliken_charge": [-0.0403, -0.3576, 0.0835, -0.2312, -0.5076, -0.8052, 0.3517, 0.2857, 0.2870, 0.2436, 0.4096, 0.2809]
}

2.
{
  "formula": "C6H11NO",
  "method": "ωB97M-V/def2-TZVPD",
  "total_energy_ha": -365.0261,
  "relative_energy_kj_mol": 539.21,
  "e_lumo_ev": [0.36, 0.10],
  "species": ["C", "C", "C", "C", "C", "C", "N", "O", "H", "H", "H", "H", "H", "H", "H", "H", "H", "H", "H"],
  "positions_angstrom": [[-1.87749, -0.44638, -0.23679], [-0.45038, 0.27746, 0.52045], [-2.81078, -0.89623, 0.83163], [-0.30691, 1.73574, 0.48357], [2.79677, -0.96500, -0.58327], [1.75533, 0.07656, -0.62745], [-1.82239, -0.44407, -1.43180], [0.59359, -0.44457, 0.15071], [-3.18312, -0.24337, 1.66118], [-2.38927, -1.93272, 1.08705], [-3.87213, -1.11677, 0.38929], [-0.99857, 2.05865, -0.41917], [0.63575, 2.17393, 0.15218], [-0.62274, 2.10002, 1.50042], [2.54978, -1.70353, -1.27866], [3.66522, -0.42764, -0.82249], [2.93621, -1.13063, 0.50812], [1.38907, 0.27798, -1.68737], [2.01207, 1.05058, -0.19760]],
  "atomic_forces_ev_per_a": [[-1.0, 0.7, 0.9], [1.3, -1.3, -2.1], [-2.9, -2.3, -0.7], [-1.8, 1.6, -1.3], [-0.1, 1.8, 2.4], [-2.5, 1.2, -0.7], [0.7, 0.5, 0.6], [0.4, 0.2, -0.1], [1.7, -0.3, -0.4], [-0.8, 1.6, 0.5], [1.9, 0.0, 0.2], [0.8, -0.3, 2.3], [0.1, -0.2, 0.6], [0.1, 0.2, -1.3], [0.0, -1.7, -0.4], [1.6, 0.3, -0.9], [-0.2, -1.1, -0.9], [0.2, -0.3, 1.3], [0.5, -0.5, 0.0]],
  "mulliken_charge": [0.6573, 0.4096, -1.0153, -1.1303, -1.2830, -0.1557, -0.6494, -0.2888, 0.3127, 0.2167, 0.3110, 0.2922, 0.4023, 0.2720, 0.3387, 0.4134, 0.3213, 0.3380, 0.2374]
}

3.
{
  "formula": "C11H16S",
  "method": "ωB97M-V/def2-TZVPD",
  "total_energy_ha": -826.6212,
  "relative_energy_kj_mol": 820.57,
  "e_lumo_ev": [-0.02, -0.02],
  "smiles": "C=[S@H](=C(C)C)c1ccc(C)cc1",
  "species": ["C", "S", "C", "C", "C", "C", "C", "C", "C", "C", "C", "C", "H", "H", "H", "H", "H", "H", "H", "H", "H", "H", "H", "H", "H", "H", "H", "H"],
  "positions_angstrom": [[-1.45710, 2.78861, -0.19345], [-1.27020, 1.34002, -0.97637], [-2.29447, -0.02845, 0.39164], [-3.72737, -0.02213, 0.05139], [-1.71613, -1.34611, 0.49707], [0.44874, 0.79003, -0.63705], [1.14451, -0.08834, -1.41831], [2.26834, -0.67728, -1.00288], [2.75434, -0.51111, 0.30708], [3.82899, -1.36551, 0.75845], [1.99724, 0.38960, 1.15376], [0.95732, 1.13938, 0.57972], [-1.98808, 2.46491, 0.77782], [-1.69829, 3.66514, -0.71642], [-0.93446, 1.78327, -2.33388], [-4.20646, -0.32123, 1.09879], [-4.01844, -1.06392, -0.62647], [-4.32486, 0.86183, -0.31088], [-1.17559, -1.65786, -0.54418], [-0.92891, -1.54833, 1.24605], [-2.45830, -2.12693, 0.38691], [0.86311, -0.21757, -2.46235], [2.67092, -1.41652, -1.68778], [4.51002, -1.02321, 1.50300], [3.45596, -2.38094, 0.94886], [4.58336, -1.58178, -0.04999], [2.30046, 0.27972, 2.12622], [0.41534, 1.87471, 1.13325]],
  "atomic_forces_ev_per_a": [[-1.3, -1.9, 2.5], [1.2, 0.4, -1.2], [0.2, 2.3, -0.3], [-2.3, -3.3, 0.2], [2.0, -2.1, -2.9], [-0.4, 0.4, -0.1], [-1.7, 0.8, -2.1], [1.8, -1.2, 0.9], [-2.9, 1.8, -0.3], [2.1, -2.0, -1.2], [1.2, -1.5, -4.3], [0.1, -1.0, 1.6], [0.7, 1.1, -1.5], [-0.2, 0.8, -0.7], [-0.4, -0.4, 1.4], [0.9, 0.6, -1.9], [0.4, 2.7, 1.5], [1.2, -0.7, 0.3], [-0.8, 1.2, 2.1], [-0.6, 0.3, -0.2], [-0.5, -0.5, 0.8], [-0.4, -0.3, 0.2], [0.6, 0.1, 0.2], [-0.2, 0.4, 1.2], [0.1, 0.2, 0.6], [-0.9, 0.4, 0.2], [0.3, 0.9, 2.6], [-0.3, 0.4, 0.5]],
  "mulliken_charge": [-1.0244, 0.1542, 0.4650, -1.1253, -1.2395, 0.4342, -0.3302, -0.5645, 0.7999, -1.3966, -0.9225, -0.4904, 0.2860, 0.3857, 0.1999, 0.3232, 0.2076, 0.2892, 0.2237, 0.2874, 0.4565, 0.3043, 0.3089, 0.4435, 0.2649, 0.3423, 0.5082, 0.4086]
}